(1)
Density functional theory data (the ωB97M-V functional and the def2-TZVPD basis) for a structure of composition C30H54Br2N5O4SSbTi.

Output
LUMO (alpha / beta): -0.092 / -0.090 Ha
gap between HOMO and LUMO (alpha / beta): 7.5626 / 7.6956 eV
energy above the lowest of the compared OMol25 structures with the same formula, charge and spin: 13.1 kJ/mol
net charge: +1
multiplicity: 2
E: -228199.09536 eV

The geometry in XYZ format:
```
98
Properties=species:S:1:pos:R:3:forces:R:3
Ti 0.5503 -0.0772 0.4810 0.2 0.3 -0.6
C -1.6708 0.3923 4.5959 0.0 0.0 0.0
O -2.4194 0.5238 3.3668 -0.1 0.0 -0.1
C -1.7934 0.1703 2.2711 0.3 -0.3 -0.1
O -0.6436 -0.3016 2.2603 -0.1 0.3 0.1
N -2.5006 0.3126 1.1405 0.0 0.0 0.1
N -1.8424 -0.0090 -0.0557 0.1 0.2 0.2
H -2.3406 0.7423 5.3728 0.0 0.0 0.0
H -0.7764 1.0096 4.5515 0.0 0.0 0.0
H -1.4000 -0.6479 4.7599 0.0 0.0 0.0
H -3.4020 0.7673 1.1438 0.1 0.0 0.0
H -1.7719 0.8066 -0.6640 0.0 0.0 0.0
H -2.3263 -0.7631 -0.5293 0.0 0.0 0.0
C 2.9253 -0.7350 2.9620 0.0 0.0 0.1
C 2.6890 0.7329 2.7955 -0.2 -0.1 -0.2
C 3.4074 1.6623 3.5723 0.1 0.2 0.1
C 3.1983 3.0029 3.4182 0.0 -0.1 0.0
C 2.2603 3.4564 2.4684 -0.1 0.0 -0.1
C 1.9504 4.8101 2.1930 -0.1 0.1 -0.1
Br 2.8125 6.1988 3.1428 0.0 0.0 0.0
C 1.0227 5.1289 1.2401 0.1 0.1 0.1
C 0.3620 4.1224 0.5213 -0.1 -0.2 -0.1
Br -0.9277 4.5936 -0.7732 0.0 0.0 0.0
C 0.6168 2.7858 0.7440 -0.1 0.2 -0.1
O 0.0277 1.7970 0.1093 0.0 -0.3 0.1
C 1.5807 2.4676 1.7321 0.1 0.1 0.2
N 1.7931 1.1313 1.9129 0.1 -0.2 0.0
H 3.9938 -0.9450 3.0168 0.0 0.0 0.0
H 2.5024 -1.2945 2.1304 0.0 0.0 0.0
H 2.4718 -1.0904 3.8897 0.0 0.0 0.0
H 4.1313 1.2917 4.2850 0.0 0.0 0.0
H 3.7472 3.7241 4.0078 0.0 0.0 0.0
H 0.7857 6.1622 1.0293 0.0 0.0 0.0
C 3.1267 0.3372 -0.9845 0.0 0.0 0.0
O 2.1013 -0.4505 -0.4369 -0.6 0.0 0.3
H 2.7148 1.1889 -1.5360 0.0 0.0 0.0
H 3.7279 -0.2653 -1.6722 0.0 0.0 0.0
H 3.7864 0.7166 -0.1968 0.0 0.0 0.0
C -1.8096 -3.8621 2.3105 0.0 0.0 0.0
C -0.3356 -4.1332 2.0011 0.0 0.0 -0.1
C -0.0379 -5.6262 2.0864 0.0 0.0 0.0
C 0.5054 -3.3893 3.0404 0.0 0.0 0.0
Sb 0.0760 -3.2189 0.0404 0.2 -0.1 0.0
C 1.9499 -4.1410 -0.6717 -0.1 0.0 0.0
C 3.0129 -3.8328 0.3806 0.0 0.1 0.0
C 2.3442 -3.4533 -1.9814 0.0 0.0 0.1
C 1.8733 -5.6490 -0.8926 0.0 0.0 0.1
C -1.4950 -4.0781 -1.2601 0.1 0.0 0.0
C -1.0296 -4.0323 -2.7168 0.0 0.0 0.1
C -2.7292 -3.1832 -1.1458 0.0 0.0 0.1
C -1.8665 -5.5126 -0.8929 0.0 0.0 0.0
H -2.0222 -4.1537 3.3444 0.0 0.0 0.0
H -2.4865 -4.4251 1.6678 0.0 0.1 0.1
H -2.0500 -2.7984 2.2132 0.0 0.0 0.0
H -0.3518 -6.0020 3.0666 0.0 0.0 0.0
H 1.0303 -5.8220 1.9930 0.0 0.0 0.0
H -0.5594 -6.2064 1.3272 0.0 0.0 0.0
H 0.2609 -3.7763 4.0361 0.0 0.0 0.0
H 0.2922 -2.3196 3.0377 0.0 0.0 0.0
H 1.5763 -3.5315 2.8904 0.0 0.0 0.0
H 3.1164 -2.7547 0.5309 0.0 0.0 0.0
H 3.9796 -4.2133 0.0341 0.0 0.0 0.0
H 2.8004 -4.3121 1.3374 0.0 0.0 0.0
H 2.2810 -2.3685 -1.9022 0.0 0.1 0.0
H 1.7234 -3.7792 -2.8123 -0.1 0.0 -0.1
H 3.3792 -3.7239 -2.2202 0.0 0.0 0.0
H 1.6927 -6.1937 0.0329 0.0 0.0 0.0
H 2.8289 -5.9971 -1.2997 0.0 0.0 0.0
H 1.1019 -5.9266 -1.6059 -0.1 0.0 -0.1
H -0.6867 -3.0357 -3.0024 0.0 0.0 0.0
H -1.8789 -4.2870 -3.3602 0.0 0.0 0.0
H -0.2423 -4.7540 -2.9212 0.1 -0.1 0.0
H -2.5339 -2.2178 -1.6206 0.0 0.0 0.0
H -3.0552 -3.0390 -0.1115 0.0 0.0 0.0
H -3.5596 -3.6405 -1.6925 0.0 0.0 0.0
H -1.0084 -6.1821 -0.9196 0.0 0.0 0.0
H -2.5948 -5.8830 -1.6225 0.0 0.0 0.0
H -2.3285 -5.5895 0.0908 0.0 0.0 -0.1
C 1.6934 -1.8708 -5.1970 0.0 0.0 0.0
C 1.8778 -0.4829 -4.6045 0.0 -0.1 0.1
N 0.7848 0.4147 -4.9542 0.0 0.0 0.0
C -0.3184 0.5962 -4.2201 0.0 0.1 0.0
S -0.5589 -0.1728 -2.7303 -0.1 -0.2 -0.1
N -1.2520 1.4380 -4.6936 -0.1 0.0 0.0
C -1.2400 2.1044 -5.9868 0.0 0.0 0.0
C -1.6461 1.1969 -7.1426 0.0 0.0 0.0
H 2.5331 -2.5122 -4.9291 0.0 0.0 0.0
H 1.6317 -1.8314 -6.2856 0.0 0.0 0.0
H 0.7775 -2.3220 -4.8139 0.0 0.0 0.0
H 2.8026 -0.0251 -4.9575 0.0 0.0 0.0
H 1.9226 -0.5346 -3.5174 0.0 0.0 0.0
H 0.8140 0.8231 -5.8738 0.0 0.0 0.0
H -2.0808 1.4964 -4.1261 0.0 0.0 0.0
H -0.2533 2.5457 -6.1523 0.0 0.0 0.0
H -1.9265 2.9469 -5.9147 0.0 0.0 0.0
H -0.9861 0.3331 -7.2335 0.0 0.0 0.0
H -1.6158 1.7475 -8.0824 0.0 0.0 0.0
H -2.6596 0.8246 -6.9968 0.0 0.0 0.0
```
Positions in Å, forces in eV/Å.

=====

(2)
Density functional theory data (the ωB97M-V functional and the def2-TZVPD basis) for a structure of composition C30H54FFeO30.

Output
LUMO (alpha / beta): -0.077 / -0.313 Ha
gap between HOMO and LUMO (alpha / beta): 10.1527 / 3.7323 eV
net charge: +1
multiplicity: 7
E: -130505.54435 eV

The geometry in XYZ format:
```
116
Properties=species:S:1:pos:R:3:forces:R:3
Fe 0.4921 -3.1591 0.8213 -0.7 1.4 0.8
C 4.5051 -2.5021 1.2137 -0.5 -0.3 -0.5
C 3.0331 -2.7985 1.0297 0.1 -0.5 0.9
O 2.4885 -3.9500 1.0332 0.8 -1.1 -0.3
O 2.1061 -1.9546 0.9642 0.2 2.1 -0.7
H 4.9668 -3.3044 1.7893 -0.1 0.1 0.0
H 4.7236 -1.5196 1.6318 -0.5 -0.1 0.2
H 4.9775 -2.4918 0.2314 -0.1 -0.2 -0.2
C -1.1973 -6.9080 0.2375 0.3 1.3 0.6
C -0.6947 -5.4407 0.4629 -0.9 -4.3 -0.3
O -0.7801 -4.6851 1.4452 -1.3 0.8 2.3
O 0.0633 -4.9468 -0.3486 2.1 0.9 -3.2
H -1.6237 -7.3426 1.1416 -0.2 0.2 -0.1
H -0.3326 -7.5101 -0.0417 0.2 0.3 0.1
H -1.8701 -6.9884 -0.6163 -0.2 0.4 0.2
C -1.3085 -0.1258 -1.0310 0.4 -0.6 0.4
C -0.6656 -1.3347 -0.3993 -1.9 1.4 -1.6
O -0.8632 -1.5993 0.7796 -0.7 0.1 4.6
O -0.0405 -2.2237 -0.9651 2.5 -1.9 -2.8
H -0.8847 0.7356 -0.5148 0.1 0.3 -0.4
H -2.3629 -0.1513 -0.7558 -0.1 -0.1 -0.1
H -1.1917 -0.1254 -2.1147 0.1 0.1 0.2
C -5.8037 -1.9108 0.8000 0.2 0.1 -0.3
C -4.5276 -2.7712 0.6830 -1.1 0.8 0.8
O -3.7592 -2.2337 1.7558 2.7 -2.3 -2.3
C -4.4316 -1.4935 2.5464 -0.9 1.8 5.3
O -4.0301 -1.0573 3.6304 -0.6 -0.7 -2.9
O -5.6972 -1.4108 2.1608 -1.4 0.2 -1.1
F -3.8654 -2.5814 -0.4576 0.5 0.3 -0.8
H -6.7255 -2.4369 0.5520 0.0 -0.3 0.9
H -5.8169 -1.0732 0.1025 0.6 0.2 0.0
H -4.6721 -3.8454 0.7979 0.1 0.0 0.3
C 4.4004 5.5654 -0.1815 -0.7 0.1 -0.2
O 3.4482 4.5205 0.1077 -0.3 1.1 0.3
C 3.8074 3.3800 0.6291 2.5 -1.7 -0.4
O 4.9538 3.0563 0.9310 -2.0 0.3 0.0
O 2.7269 2.5918 0.5634 -0.6 -0.3 0.6
C 2.7436 1.1930 0.8938 0.3 0.2 -0.3
H 4.9206 6.0061 0.6690 -0.1 -0.6 0.3
H 3.6921 6.3031 -0.5587 0.6 0.2 -0.4
H 5.1180 5.2425 -0.9356 -0.1 0.0 0.1
H 1.7490 0.8250 0.6420 0.1 0.1 -0.1
H 2.9117 0.9502 1.9430 0.2 0.5 0.1
H 3.4831 0.6799 0.2790 0.0 0.0 0.0
C 1.5381 7.7108 0.6572 0.4 -0.3 -0.1
O 0.9743 6.7179 -0.2301 0.4 0.6 0.0
C 0.2714 5.7318 0.3116 -1.2 1.2 3.3
O -0.1557 5.7604 1.5042 1.4 -0.9 -4.0
O 0.0571 4.8398 -0.6521 -0.5 -0.1 1.0
C -0.5881 3.6358 -0.2221 -0.2 -0.4 -0.3
H 1.9325 8.5234 0.0472 -0.5 -0.1 -0.2
H 2.4274 7.2800 1.1173 -0.2 -0.2 0.4
H 0.8462 8.0737 1.4172 -0.1 -0.2 -0.2
H -1.4593 3.7638 0.4204 0.2 0.5 0.1
H 0.1670 3.0219 0.2687 -0.1 -0.2 0.0
H -0.9678 3.1713 -1.1322 0.2 -0.1 0.0
C -0.7968 1.0578 2.8630 -0.7 -0.1 1.0
O 0.4138 1.6813 3.2364 1.3 -1.6 -1.3
C 0.3853 2.8644 3.7588 -1.6 3.4 1.8
O -0.5966 3.3849 4.3133 2.5 -1.2 -1.5
O 1.6275 3.4067 3.6061 -0.8 -0.3 -0.4
C 1.8036 4.8076 3.8032 0.0 1.0 1.4
H -1.3047 1.6622 2.1114 -0.1 -0.1 0.0
H -1.3878 0.9758 3.7752 -0.5 0.0 -0.3
H -0.5800 0.0521 2.5030 0.2 0.3 -0.1
H 0.9120 5.2836 4.2115 -0.1 -0.3 -0.2
H 2.1172 5.3960 2.9409 -0.2 -0.8 -0.5
H 2.5888 4.9576 4.5443 0.1 -0.3 0.1
C -3.7038 1.8979 -3.4172 -0.5 -0.6 -0.9
O -3.5922 2.4374 -2.1333 -0.8 0.9 2.3
C -4.2949 1.8689 -1.0927 1.2 -2.9 -1.1
O -4.9433 0.8175 -1.1719 0.5 2.4 0.0
O -3.8459 2.4072 0.0288 0.5 1.6 -1.1
C -4.4091 2.1223 1.2768 -0.9 -1.1 0.8
H -3.0393 1.0350 -3.4627 -0.4 -0.4 -0.2
H -3.3742 2.5869 -4.1950 0.3 0.4 0.6
H -4.7512 1.6994 -3.6444 0.1 -0.6 0.0
H -5.3739 2.6105 1.4144 0.1 0.1 -0.1
H -3.7289 2.4169 2.0759 0.1 0.2 -0.4
H -4.5684 1.0461 1.3450 -0.1 0.0 0.2
C -2.7426 -0.0713 -6.7835 -0.7 -0.2 0.4
O -1.8529 0.8941 -6.2531 2.0 0.8 1.9
C -0.8253 0.5337 -5.4052 0.7 -3.2 -1.3
O -0.4303 -0.6597 -5.2933 -1.2 4.0 0.4
O -0.2762 1.6410 -4.8721 -1.1 -0.1 -0.8
C 0.7980 1.5926 -3.9357 0.9 -1.1 -0.5
H -3.7259 0.3751 -6.6349 -0.1 0.0 -0.3
H -2.7432 -1.0012 -6.2148 0.4 -0.1 -0.2
H -2.5693 -0.2082 -7.8509 0.2 -0.2 0.2
H 1.4698 2.4441 -4.0445 -1.0 0.7 0.2
H 1.5229 0.8290 -4.2177 -0.5 -0.8 0.2
H 0.3816 1.4223 -2.9429 0.4 0.3 0.0
C 2.4140 -1.1750 4.2478 -0.2 0.1 -0.5
O 1.3094 -1.8592 4.9075 -1.6 -1.1 -1.5
C 0.3346 -2.5222 4.1260 0.4 0.2 3.6
O 0.4153 -2.7772 2.9558 0.3 0.0 -1.3
O -0.6592 -2.9266 4.9387 1.7 0.9 0.3
C -1.8030 -3.6962 4.5233 0.1 0.2 -1.6
H 2.9918 -1.8072 3.5735 -0.5 -0.3 -0.2
H 3.1782 -0.8333 4.9459 -0.7 -0.2 0.7
H 2.0305 -0.2920 3.7366 0.0 -0.1 -0.1
H -2.5248 -3.7901 5.3347 0.5 0.4 0.1
H -1.5374 -4.6920 4.1685 0.4 0.0 0.2
H -2.2253 -3.1743 3.6645 -0.4 0.0 0.2
C 5.1062 -5.8895 -3.4941 0.1 0.8 0.4
O 3.8574 -5.3574 -4.0080 1.2 -1.8 -1.1
C 3.1891 -4.4496 -3.3728 -0.6 1.3 1.5
O 3.5347 -3.8813 -2.3431 -0.6 -0.3 -1.0
O 2.0373 -4.2742 -4.0406 3.5 -4.1 -1.9
C 1.1999 -3.2866 -3.8039 -1.5 3.6 1.6
H 5.0528 -5.9461 -2.4068 0.0 -0.1 -0.1
H 5.9395 -5.2419 -3.7667 -0.2 0.3 0.0
H 5.3492 -6.8500 -3.9485 -0.8 0.0 0.0
H 1.7755 -2.3631 -3.7418 -0.1 0.4 0.6
H 0.7221 -3.5294 -2.8547 -0.7 0.8 -0.1
H 0.5385 -3.0566 -4.6392 -0.2 -0.8 0.1
```
Positions in Å, forces in eV/Å.